w) 16
Properties=species:S:1:pos:R:3:mulliken_charge:R:1 method="wB97M-V/def2-TZVPD" smiles=CC(C)N.O total_charge=0 e_lumo_ev=0.99 homo_energy_ev=-9.83 gap_ev=10.8
C -2.1897 -0.0309 0.3094 -1.316
C -0.8681 0.2086 -0.4028 0.672
C 0.0061 1.2740 0.3263 -1.558
N -0.0524 -1.0385 -0.5332 -0.670
H -2.9443 0.7551 0.1875 0.333
H -2.6540 -0.9923 0.0731 0.368
H -1.9223 -0.0932 1.3765 0.312
H -1.0378 0.6715 -1.3812 0.309
H 0.9194 1.4330 -0.2299 0.365
H -0.4641 2.2562 0.5332 0.361
H 0.2085 0.8543 1.3197 0.344
H -0.2999 -1.3398 -1.4666 0.223
H -0.2168 -1.7802 0.1320 0.231
O 2.7526 -0.2011 0.1522 -0.660
H 1.8629 -0.5699 0.0269 0.394
H 3.2381 -0.8629 0.6426 0.291



x) 16
Properties=species:S:1:pos:R:3:mulliken_charge:R:1 method="wB97M-V/def2-TZVPD" smiles=CN(C)C.O total_charge=0 e_lumo_ev=0.91 homo_energy_ev=-8.97 gap_ev=9.9
C 0.0594 1.1296 -0.7809 -1.034
N 0.0077 -0.0395 -0.0062 -0.164
C -1.2029 0.0864 0.8238 -0.997
C -0.0741 -1.2094 -0.9009 -0.813
H 0.0404 2.0694 -0.2404 0.321
H -0.8589 1.0323 -1.3296 0.474
H 0.8831 0.9461 -1.5660 0.250
H -1.3957 -0.9506 1.3422 0.292
H -1.0804 0.8673 1.4736 0.384
H -2.0747 0.3533 0.1594 0.371
H -0.1235 -2.2076 -0.4157 0.275
H 0.8238 -1.1481 -1.5339 0.283
H -0.9496 -1.0006 -1.5987 0.287
O 1.8717 -0.1255 1.9001 -0.662
H 2.7381 -0.0994 1.4643 0.293
H 1.3356 0.2963 1.2088 0.438



Unit: eV. Relative energies: w) 0.000; x) 1.230.



w) 59
Properties=species:S:1:pos:R:3:mulliken_charge:R:1 method="wB97M-V/def2-TZVPD" smiles="COc1cccc(N2CCN(CC(=O)[C@]34C[C@H]5C[C@H](C[C@H](C5)C3)C4)CC2)c1" total_charge=0 e_lumo_ev=0.61 homo_energy_ev=-7.60 gap_ev=8.2
C -8.1295 1.6680 -1.2784 -0.865
O -6.8237 1.1826 -1.4612 -0.402
C -6.1606 0.6789 -0.3766 0.427
C -6.6735 0.6262 0.9143 -0.489
C -5.8900 0.0813 1.9171 -0.965
C -4.6216 -0.3986 1.6659 -0.662
C -4.0923 -0.3544 0.3704 0.499
N -2.8492 -0.8835 0.0561 0.254
C -1.9401 -0.1447 -0.7974 -0.356
C -1.0107 -1.1171 -1.5344 -0.972
N -0.2755 -1.9833 -0.6330 0.221
C 0.8444 -1.3580 0.0323 -0.716
C 1.9880 -1.0739 -0.9282 -1.191
O 1.9584 -1.4117 -2.0841 -0.604
C 3.1644 -0.2764 -0.3637 2.637
C 3.4443 -0.5230 1.1210 -1.393
C 4.6224 0.3441 1.5721 0.244
C 5.8684 -0.0024 0.7603 -1.468
C 5.5912 0.2570 -0.7192 0.486
C 5.2448 1.7302 -0.9271 -1.468
C 4.0010 2.0746 -0.1104 0.483
C 4.2746 1.8183 1.3707 -1.393
C 2.8268 1.2118 -0.5713 -1.429
C 4.4226 -0.6115 -1.1750 -1.736
C -1.2039 -2.6564 0.2485 -1.304
C -2.1391 -1.7025 1.0122 -0.627
C -4.8878 0.1876 -0.6383 -0.206
H -8.8039 0.8848 -0.9162 0.355
H -8.1523 2.5149 -0.5843 0.344
H -8.4613 2.0010 -2.2609 0.243
H -7.6582 0.9962 1.1486 0.399
H -6.2789 0.0424 2.9246 0.354
H -4.0409 -0.7892 2.4862 0.384
H -2.5000 0.4443 -1.5203 0.465
H -1.3395 0.5557 -0.1896 0.072
H -0.3050 -0.5696 -2.1583 0.422
H -1.6132 -1.7618 -2.1798 0.330
H 0.5905 -0.4183 0.5524 0.195
H 1.2231 -2.0569 0.7840 0.482
H 3.6802 -1.5776 1.2823 0.502
H 2.5730 -0.2717 1.7284 0.448
H 4.8149 0.1571 2.6349 0.262
H 6.7107 0.6064 1.0963 0.512
H 6.1319 -1.0516 0.9116 0.471
H 6.4795 0.0040 -1.3082 0.246
H 6.0808 2.3589 -0.6125 0.510
H 5.0596 1.9226 -1.9860 0.501
H 3.7457 3.1301 -0.2583 0.262
H 3.3950 2.0794 1.9643 0.494
H 5.1028 2.4446 1.7087 0.518
H 1.9308 1.4757 -0.0035 0.439
H 2.6212 1.3933 -1.6285 0.534
H 4.6654 -1.6683 -1.0423 0.521
H 4.2192 -0.4509 -2.2346 0.441
H -0.6483 -3.2752 0.9567 0.452
H -1.8192 -3.3122 -0.3745 0.459
H -2.8543 -2.3027 1.5752 0.622
H -1.5554 -1.0906 1.7219 0.266
H -4.5478 0.2222 -1.6606 0.494



x) 59
Properties=species:S:1:pos:R:3:mulliken_charge:R:1 method="wB97M-V/def2-TZVPD" smiles="CC(C)(C)c1cc(CCC(=O)NCc2ccncc2)cc(C(C)(C)C)c1O" total_charge=0 e_lumo_ev=0.64 homo_energy_ev=-8.11 gap_ev=8.7
C 4.2677 -2.3294 -0.2107 -2.291
C 3.9208 -0.8672 -0.5117 2.146
C 3.8760 -0.7102 -2.0378 -1.632
C 5.0344 0.0056 0.0833 -1.643
C 2.5738 -0.4556 0.0720 -0.634
C 1.7969 -1.3509 0.7847 0.710
C 0.5567 -1.0032 1.2951 -1.097
C -0.2709 -2.0266 2.0266 -1.511
C -0.6587 -3.1981 1.1073 -0.897
C -1.3998 -2.6937 -0.1164 0.597
O -0.8645 -2.4551 -1.1763 -0.659
N -2.7320 -2.5234 0.0770 -0.161
C -3.6041 -2.0402 -0.9653 -0.832
C -4.3633 -0.8017 -0.5797 0.538
C -5.5759 -0.4923 -1.1862 -0.669
C -6.2350 0.6658 -0.8073 -0.321
N -5.7776 1.4982 0.1121 -0.663
C -4.6255 1.2056 0.6893 -0.421
C -3.8813 0.0782 0.3819 0.205
C 0.0920 0.2826 1.0979 0.604
C 0.8280 1.2318 0.4011 -0.186
C 0.2731 2.6421 0.1704 2.001
C 1.2731 3.7220 0.6595 -1.976
C -1.0451 2.8752 0.9209 -2.507
C -0.0439 2.8119 -1.3270 -1.606
C 2.0744 0.8456 -0.1132 0.715
O 2.8543 1.7256 -0.8084 -0.635
H 4.3452 -2.5075 0.8598 0.411
H 3.5289 -3.0034 -0.6378 0.436
H 5.2318 -2.5645 -0.6577 0.455
H 3.0567 -1.2981 -2.4464 0.338
H 3.7316 0.3278 -2.3164 0.320
H 4.8089 -1.0585 -2.4763 0.471
H 5.0506 -0.0945 1.1672 0.338
H 4.8847 1.0497 -0.1681 0.326
H 6.0003 -0.3073 -0.3077 0.463
H 2.1510 -2.3526 0.9560 0.589
H 0.2971 -2.4266 2.8713 0.444
H -1.1745 -1.5576 2.4246 0.350
H 0.2445 -3.6996 0.7611 0.452
H -1.2738 -3.9140 1.6565 0.455
H -3.1451 -2.7383 0.9702 0.302
H -4.3085 -2.8255 -1.2678 0.418
H -2.9505 -1.8213 -1.8190 0.315
H -5.9947 -1.1421 -1.9398 0.404
H -7.1797 0.9410 -1.2576 0.367
H -4.2860 1.9125 1.4357 0.434
H -2.9398 -0.1170 0.8712 0.273
H -0.8664 0.5454 1.5135 0.474
H 2.0341 3.2920 1.3085 0.341
H 0.7502 4.4809 1.2376 0.423
H 1.7608 4.2452 -0.1633 0.441
H -1.8244 2.2050 0.5682 0.336
H -1.3842 3.8931 0.7361 0.573
H -0.9138 2.7492 1.9935 0.482
H -0.8190 2.1046 -1.6155 0.344
H 0.8149 2.6296 -1.9685 0.324
H -0.4093 3.8192 -1.5204 0.466
H 2.4345 2.5909 -0.8076 0.262



Unit: eV. Relative energies: w) 0.742; x) 0.000.



w) 11
Properties=species:S:1:pos:R:3:mulliken_charge:R:1 method="wB97M-V/def2-TZVPD" total_charge=-1 e_lumo_ev=4.50 homo_energy_ev=-2.25 gap_ev=6.7
C -0.7150 0.5985 -1.6470 -0.586
C 0.2213 0.4503 0.4829 -0.881
N -0.8638 0.6917 -0.3685 0.538
O -1.9909 0.7915 0.1931 -0.756
O 1.2693 -1.9614 1.7749 -0.871
H -1.4364 0.7880 -2.3792 0.296
H 0.3118 0.7911 -1.9727 0.095
H 1.2728 -2.5350 0.9108 0.335
H 1.2035 0.7637 -0.0354 0.158
H -0.1150 0.6853 1.5824 0.363
H 0.8423 -1.0638 1.4588 0.308



x) 11
Properties=species:S:1:pos:R:3:mulliken_charge:R:1 method="wB97M-V/def2-TZVPD" smiles=CN(O)C[O-] total_charge=-1 e_lumo_ev=4.56 homo_energy_ev=-3.00 gap_ev=7.6
C 0.9096 -0.7636 0.1997 -0.629
N -0.1459 0.0023 0.7345 -0.318
O 0.6035 1.4473 0.7425 -0.511
C -1.1842 0.2243 -0.2342 -0.227
O -0.8358 0.7134 -1.3724 -0.829
H 1.1833 -0.8732 -0.9960 0.207
H 1.8135 -0.3982 0.7209 0.263
H 0.9020 -1.8428 0.4414 0.321
H 0.4173 1.4300 -0.2796 0.340
H -1.6849 -0.8100 -0.3052 0.243
H -1.9783 0.8704 0.3483 0.141



Unit: eV. Relative energies: w) 0.504; x) 0.000.